Entry 1:
{"formula": "H2N2O4P", "method": "ωB97M-V/def2-TZVPD", "elements": ["N", "P", "O", "O", "N", "O", "O", "H", "H"], "coordinates": [[0.188, 0.270, -0.220], [-0.967, -0.431, -1.275], [-1.536, -1.883, -0.536], [-0.591, -0.347, -2.692], [-2.385, 0.742, -1.012], [-2.490, 1.109, 0.138], [-3.151, 1.135, -1.900], [0.528, -0.433, 0.578], [0.956, 0.620, -0.704]], "smiles": "N[P@](=O)([O-])[N+](=O)[O-]", "orbital_gap_ha": 0.345, "total_charge": -1}

Entry 2:
{"formula": "H2N2O4S", "method": "ωB97M-V/def2-TZVPD", "elements": ["N", "N", "O", "O", "O", "O", "S", "H", "H"], "coordinates": [[0.026, 0.197, -0.285], [-3.611, -1.463, 0.303], [-3.919, -2.364, -0.369], [-4.162, -0.520, 0.647], [-1.297, -2.932, 1.150], [-1.992, -0.819, 2.381], [-1.675, -1.533, 1.145], [-0.686, 0.815, -0.646], [0.235, -0.523, -0.986]], "orbital_gap_ha": [0.292, 0.330]}

Entry 3:
{"formula": "H2N2O4S", "method": "ωB97M-V/def2-TZVPD", "elements": ["N", "N", "O", "O", "O", "O", "S", "H", "H"], "coordinates": [[-0.356, -1.495, -1.155], [0.929, 0.906, 1.374], [0.082, 1.324, 2.053], [-0.078, 1.057, -0.646], [-1.741, -0.311, 0.520], [0.734, -0.477, 0.962], [-0.487, -0.426, -0.109], [0.578, -1.635, -1.487], [0.339, 1.058, -1.511]], "orbital_gap_ha": [0.339, 0.292], "spin_multiplicity": 3}

no.,maximum force (eV/Å)
1,7.57
2,3.85
3,4.11